53
Properties=species:S:1:pos:R:3:forces:R:3:lowdin_charge:R:1 method="wB97M-V/def2-TZVPD" spin_multiplicity=2 charge=+2 s_squared=0.76 molar_mass_g_mol=364.44 homo_lumo_gap_ev="6.8 / 7.1" homo_energy_ev="-14.31 / -14.27"
H 2.3430 2.4051 -3.2596 -0.040 0.071 0.173 0.08
C -0.4975 -1.6017 -1.7732 -0.594 -0.240 -0.718 -0.26
H 0.0248 2.8649 0.8463 0.342 0.199 -0.340 0.05
H -4.1603 -0.2792 1.6494 0.337 -0.012 -0.187 0.07
H -2.2879 2.6889 4.2522 -0.122 -0.067 -0.054 0.05
C -0.9231 0.2569 -3.8048 0.466 0.471 0.341 -0.02
H -0.1205 0.5967 3.3931 0.188 0.112 -0.198 0.10
H 3.0840 -1.2515 -1.5123 0.032 0.081 0.093 0.08
C -2.9513 2.1828 3.5420 0.160 0.043 -0.362 -0.15
H 3.8447 -2.8634 -1.4646 -0.271 0.164 -0.054 0.10
H 1.3057 -0.8691 -0.0689 0.176 -0.251 -0.146 0.04
H -0.9219 -3.1244 -3.2462 0.191 0.370 -0.129 0.13
C 2.3336 3.0124 -2.3457 0.591 -0.008 0.386 -0.18
H 3.3376 2.9995 -1.9057 -0.088 0.179 -0.231 0.07
H -2.6684 -1.1655 1.2323 -0.209 0.135 0.056 0.04
H 2.2362 -2.6626 -2.1882 0.082 0.093 -0.002 0.09
H 1.7794 0.9071 -1.0621 -0.531 0.512 0.453 0.06
C 2.8909 -2.3302 -1.3789 -0.127 -0.367 -0.121 -0.06
H 0.8214 -2.0820 1.2465 0.259 -0.175 -0.204 0.12
Si -2.3001 0.5240 3.0366 -2.035 -0.241 0.860 0.41
H 1.1037 4.1626 0.2376 -0.002 -0.299 0.007 0.09
H 2.0297 4.0380 -2.5936 0.002 -0.271 0.206 0.09
H 0.1607 -3.5309 -1.0932 0.125 0.266 0.298 0.14
H -0.9499 -2.7280 0.0236 0.181 -0.007 -0.462 0.12
H -3.1182 2.8423 2.6852 -0.040 0.056 0.155 0.04
C 3.2350 -2.5784 1.0013 0.072 -0.147 0.281 -0.08
N 2.2927 -2.6527 -0.0963 0.007 0.328 0.362 -0.27
H -1.0464 1.0061 -4.5883 0.036 -0.322 0.035 0.12
H -1.1611 -1.4565 -5.1122 -0.089 0.184 0.341 0.12
H -2.9242 0.4905 0.6168 -0.206 -0.128 0.106 0.04
C -3.0761 -0.1726 1.4836 0.345 0.129 0.060 -0.14
H 4.1214 -3.1641 0.7352 -0.165 0.168 0.216 0.10
H -3.9135 2.0117 4.0421 0.154 0.122 -0.109 0.06
C -0.1116 -2.5505 -0.6812 -0.251 0.189 0.617 -0.11
H -1.6792 -0.3644 5.2957 -0.121 -0.007 -0.088 0.05
P 1.1957 2.2167 -1.1996 -0.260 0.651 -1.535 0.94
C 1.0046 3.0760 0.3786 0.216 -0.164 0.500 -0.19
H -1.1643 2.5602 -1.4816 0.171 -0.140 -0.277 0.11
C -0.8251 -2.0504 -3.0654 0.159 0.345 0.223 0.00
V 0.0708 0.1622 0.6388 -1.171 -0.046 -1.398 0.85
C -0.6250 0.6954 -2.4998 -0.532 -0.584 -0.882 -0.32
O -0.6585 0.6435 2.5860 1.463 -0.272 -0.223 -0.26
H 2.7716 -3.0149 1.8960 0.229 0.059 -0.170 0.10
H -3.4169 -0.4163 5.0001 0.197 -0.018 -0.120 0.06
H -2.3695 -1.6482 4.2792 0.028 0.153 0.108 0.05
H 3.5549 -1.5471 1.2502 0.003 -0.073 -0.138 0.09
C -0.9952 -1.1142 -4.0889 -0.200 -0.003 0.295 -0.03
C -0.4769 -0.2433 -1.4929 0.942 0.430 2.014 -0.16
C -0.3723 2.1389 -2.1262 -0.259 0.052 0.175 -0.23
H -0.2370 2.8007 -2.9899 -0.144 -0.099 0.127 0.11
H 1.7927 2.7313 1.0650 -0.081 0.306 -0.090 0.08
C 1.0545 -1.9691 0.1732 0.176 -1.700 0.053 -0.28
C -2.4372 -0.5834 4.5326 0.209 -0.229 -0.304 -0.14

=====

30
Properties=species:S:1:pos:R:3:forces:R:3:lowdin_charge:R:1 method="wB97M-V/def2-TZVPD" charge=0 molar_mass_g_mol=221.33 smiles=CC(C)N1CCc2c(sc(N)c2C#N)C1 homo_lumo_gap_ev=8.5 homo_energy_ev=-7.98
H 4.5108 0.4535 -0.4326 0.028 0.061 -0.021 0.10
S 1.2736 1.9650 0.0221 0.072 -0.568 0.014 1.10
H -3.8811 -0.2396 1.2149 0.046 0.029 -0.095 0.14
N 3.8524 1.1620 -0.1481 0.085 0.067 -0.011 0.08
H -1.4801 -1.0554 1.8302 -0.052 -0.029 -0.045 0.14
C 2.8537 -1.6367 -0.1379 0.355 -0.399 -0.042 -0.20
H -0.3852 -2.1645 -0.8067 -0.002 -0.076 0.040 0.13
C -3.5967 -0.0862 0.1556 -0.253 -0.044 -0.168 -0.43
C -0.2466 -1.7395 0.1912 -0.147 -0.014 0.100 -0.10
H -3.9796 -1.0203 -1.7432 0.025 0.030 -0.129 0.08
N -2.1444 -0.2114 0.0028 0.003 0.105 -0.027 -0.14
H -4.0009 -2.1608 -0.4016 -0.002 -0.131 -0.012 0.06
C 0.6182 -0.5281 0.1000 -0.294 0.369 0.009 -0.23
C -4.2749 -1.1553 -0.7063 0.082 0.110 0.300 -0.06
H 4.0533 2.0992 -0.4543 0.083 -0.104 -0.040 0.09
C 2.5421 0.7834 -0.0990 -0.270 -0.047 0.121 -0.56
H -5.3554 -1.0635 -0.6311 -0.133 -0.046 0.010 0.08
N 3.5327 -2.5604 -0.2236 0.249 -0.282 -0.019 0.15
H -5.2137 1.2620 -0.2471 -0.066 0.013 -0.004 0.08
H -3.8188 1.4969 -1.2991 0.031 0.060 -0.153 0.09
C -1.3861 0.9935 0.2928 -0.130 0.220 0.068 -0.21
H -1.5818 1.3738 1.3175 -0.057 -0.005 -0.125 0.13
H -2.2865 -2.1713 0.7128 -0.008 0.054 0.037 0.11
C -1.6018 -1.3263 0.7653 0.197 -0.243 -0.113 -0.18
C 0.0686 0.7039 0.1490 0.377 -0.068 0.004 -0.46
H -3.7882 2.0767 0.3763 0.021 0.125 0.006 0.07
C 2.0435 -0.5016 -0.0463 -0.334 1.045 -0.025 -0.23
H -1.6636 1.7770 -0.4155 -0.055 -0.010 0.104 0.11
C -4.1269 1.2793 -0.2796 0.154 -0.199 0.223 -0.07
H 0.2218 -2.5000 0.8198 -0.004 -0.024 -0.006 0.12

=====

41
Properties=species:S:1:pos:R:3:forces:R:3:lowdin_charge:R:1 method="wB97M-V/def2-TZVPD" charge=+1 molar_mass_g_mol=256.37 smiles=Cc1ccc(OCC[NH2+]Cc2ccccc2)c(C)c1 homo_lumo_gap_ev=8.7 homo_energy_ev=-11.31
C 5.3611 0.4775 -1.4666 0.027 0.037 -0.024 -0.06
C 4.4915 -0.3456 1.0311 -0.046 -0.022 -0.092 -0.04
H 7.1035 1.1917 -0.4524 0.101 0.048 -0.012 0.11
O -1.0387 0.4188 0.9291 -0.323 -0.116 -0.074 -0.10
H 6.3283 0.4555 1.7700 0.069 0.011 0.083 0.11
H -6.4501 0.0987 -1.9248 -0.085 -0.008 -0.056 0.09
C 4.1354 -0.1532 -1.3366 -0.062 -0.065 0.068 -0.04
H 3.5278 -0.3332 -2.2111 -0.080 -0.030 -0.121 0.12
C 2.3548 -1.2362 0.0787 0.629 -0.278 -0.234 -0.08
C -2.0065 -2.1120 0.3110 -0.089 0.151 0.035 -0.03
H 1.8650 1.6031 -0.1359 0.025 -0.137 0.039 0.14
H -1.1644 -2.0693 -0.3821 0.104 -0.065 -0.048 0.08
H -5.0790 2.2640 -0.1312 -0.081 0.101 0.001 0.12
H -1.6222 -2.1949 1.3273 0.075 -0.098 0.065 0.09
H 2.4400 -2.1188 0.7170 -0.160 0.109 -0.005 0.14
H -2.5805 -3.0063 0.0890 0.030 -0.096 -0.013 0.09
C -3.1542 1.5015 0.3687 0.341 -0.007 0.101 -0.01
C 5.7133 0.2895 0.8996 0.002 0.045 0.074 -0.06
H 1.9477 -1.5382 -0.8876 -0.124 0.065 0.140 0.14
H 0.8028 0.5500 -1.0982 0.077 -0.092 0.106 0.15
C -4.4658 1.3796 -0.0540 -0.016 -0.163 -0.046 -0.03
H -7.0372 0.7926 -0.4173 -0.095 0.014 0.011 0.08
H 1.8021 0.0193 1.6149 -0.125 -0.085 -0.148 0.19
H 0.0532 2.0706 1.4599 -0.052 -0.021 -0.113 0.14
H -0.7113 2.1753 -0.1435 0.095 -0.067 0.032 0.13
C -0.2160 1.5034 0.5604 0.307 0.156 -0.027 -0.15
C -2.3612 0.3725 0.4720 -0.238 -0.159 -0.103 -0.21
H 5.7007 0.7913 -2.4409 0.040 0.033 -0.099 0.11
N 1.4007 -0.2911 0.7221 -0.427 -0.169 0.335 0.05
C 6.1483 0.7021 -0.3497 -0.008 -0.008 -0.021 -0.06
C 1.0394 0.8942 -0.0893 -0.538 0.630 -0.161 -0.08
H 0.4726 -0.7239 0.9274 0.444 0.028 0.029 0.16
C -4.1894 -0.9835 -0.2392 0.071 0.206 0.043 0.01
H 4.1677 -0.6851 2.0057 -0.011 -0.077 0.149 0.12
H -2.7652 2.4733 0.6331 0.034 0.105 0.047 0.12
H -4.5952 -1.9572 -0.4706 -0.047 -0.141 -0.019 0.12
C 3.6956 -0.5712 -0.0876 -0.062 -0.009 0.004 -0.25
H -6.8288 -0.9589 -0.5686 -0.089 -0.040 0.008 0.08
C -6.4139 0.0085 -0.8389 -0.030 0.009 -0.104 -0.04
C -2.8704 -0.8919 0.1741 0.265 0.133 0.077 -0.20
C -5.0016 0.1373 -0.3652 0.052 0.074 0.072 -0.27

=====

76
Properties=species:S:1:pos:R:3:forces:R:3:lowdin_charge:R:1 method="wB97M-V/def2-TZVPD" spin_multiplicity=5 charge=-2 s_squared=6.03 molar_mass_g_mol=709.88 homo_lumo_gap_ev="3.2 / 4.9" homo_energy_ev="1.13 / -0.60"
H -2.6611 -0.4206 3.9755 0.075 -0.088 -0.007 0.08
H -3.9224 -2.4249 1.9395 0.086 0.153 -0.072 0.07
C -3.4379 -1.5192 1.5485 -0.177 0.218 -0.096 -0.04
C -1.2323 -2.6051 1.7085 0.213 -0.393 -0.028 -0.04
H 1.3972 3.6389 3.5428 -0.083 -0.034 0.050 0.08
H 0.0524 4.7023 3.0348 0.076 -0.108 0.130 0.08
C 0.4830 3.6942 2.9415 0.364 0.331 -0.130 -0.09
H -2.9300 0.9835 -3.9130 0.077 0.226 0.095 0.07
H 4.4202 -0.4044 1.9921 -0.080 0.028 -0.078 0.08
H -2.0208 -2.5524 -3.3669 -0.078 0.139 -0.002 0.06
Cl 2.1738 0.9982 -1.8748 2.987 1.949 -0.221 -0.02
H -1.7015 2.1241 5.1389 0.125 0.073 -0.122 0.07
C 0.9283 2.3729 -4.4480 0.082 -0.001 0.069 -0.07
C 0.4392 -1.3823 -4.1420 0.660 0.419 -1.442 -0.42
C -0.9978 2.9030 4.8189 -0.009 -0.028 0.121 -0.05
H -0.1469 2.9003 5.5104 -0.029 -0.069 -0.137 0.07
H 0.2152 -3.3730 -3.4787 0.064 -0.076 0.036 0.07
H 3.5567 -0.4021 4.3041 -0.127 0.046 0.027 0.08
H -1.0131 -2.5560 0.6329 -0.006 0.031 0.158 0.07
H 0.2410 3.0193 -3.8932 0.147 -0.117 0.027 0.08
H 2.9051 -0.1481 -5.7706 0.002 -0.046 -0.115 0.07
C -0.8675 0.5425 -4.2261 -1.165 -0.923 -1.481 -0.33
H -1.8151 -3.5141 1.9188 0.007 0.086 -0.039 0.08
H 0.7510 3.5357 1.8847 -0.090 -0.049 0.469 0.00
H 3.3446 -0.6806 0.5943 -0.113 0.126 0.136 0.04
C -0.9141 -0.8803 -4.0604 -0.541 0.930 -1.464 -0.35
O 1.0645 -0.8585 2.0913 0.377 0.054 1.053 -0.17
H 3.7977 -2.4759 3.0376 -0.033 -0.070 -0.042 0.07
H 2.3468 0.8405 3.8890 -0.040 -0.249 -0.056 0.07
C 2.4251 -0.8889 2.5522 -0.391 0.105 -0.217 -0.66
H -4.0557 -0.6528 1.8114 0.063 -0.031 -0.047 0.08
H -0.9037 0.9946 -0.8075 -0.348 0.293 -0.469 -0.13
H -1.1035 -1.2738 4.1021 -0.173 0.035 -0.142 0.08
H -2.2134 1.7626 -5.3328 -0.104 0.050 -0.132 0.07
C 2.7772 -2.3631 2.6576 -0.116 -0.235 0.045 -0.05
H 1.8249 -0.7037 4.6121 0.056 0.137 -0.021 0.08
C 2.7525 -0.3571 -4.7070 0.015 0.112 0.121 -0.08
H -1.7701 -1.1043 -1.2121 0.480 -0.415 -0.191 -0.04
C 2.5391 -0.2373 3.9233 0.144 0.004 0.311 -0.05
H -0.2915 -2.6725 2.2627 -0.166 0.049 -0.187 0.07
H 3.2503 0.8450 1.4963 -0.109 -0.226 -0.010 0.06
O -1.4594 -0.1711 1.5846 -0.272 -1.008 0.738 -0.16
H -1.8406 2.3924 -3.7265 -0.146 -0.280 0.083 0.07
C 1.3051 -0.2508 -4.3616 -0.223 0.013 -2.334 -0.40
H -1.4319 2.8018 1.3934 -0.115 -0.179 0.347 0.04
S 0.6893 1.6036 0.4122 -0.250 0.804 0.454 0.39
C 0.8098 -2.8278 -4.2119 -0.046 -0.015 0.099 -0.09
C -2.0308 1.4735 -4.2909 0.123 -0.075 -0.030 -0.06
Cl 1.7517 -1.8479 -1.3902 1.281 -2.321 1.070 0.00
O -1.0696 -1.7323 -1.4790 -0.451 -0.140 0.632 -0.49
C 0.4948 0.9444 -4.3323 0.628 -1.118 0.188 -0.33
H 1.8588 -2.9651 -3.9534 -0.095 -0.074 0.011 0.04
H 1.9307 2.5215 -4.0460 -0.074 -0.101 0.041 0.04
H -2.3132 -2.1325 -5.0808 -0.026 0.059 -0.055 0.08
H -2.5084 2.0693 2.6253 0.089 0.104 -0.050 0.08
H -2.6240 -2.2057 4.0370 0.108 0.162 -0.022 0.08
H 0.9216 2.7147 -5.4882 -0.055 -0.142 -0.112 0.08
H 2.6952 -2.8337 1.6719 -0.021 0.066 0.138 0.08
H 3.0986 -1.3681 -4.5015 0.140 0.008 0.029 0.06
H 0.6199 -3.2505 -5.2059 -0.029 0.114 -0.027 0.08
C 3.4086 -0.2346 1.5930 0.214 0.210 -0.286 -0.07
H -2.9988 -1.1311 -3.7742 -0.052 -0.175 0.011 0.07
H -1.5030 3.8739 4.9015 0.097 -0.092 -0.011 0.07
O -0.0267 1.3204 3.3190 -0.272 0.441 0.842 -0.18
H -2.1872 3.8315 2.6212 -0.056 -0.099 0.057 0.08
H -3.3823 -1.5951 0.4552 0.035 0.026 0.225 0.08
Os 0.3148 -0.2716 -2.3473 -0.869 -0.698 1.616 1.23
O -1.1389 0.8535 -1.7637 -1.664 1.892 1.602 -0.47
C -2.0356 -1.3823 2.1346 0.390 0.213 -0.374 -0.64
C -2.1064 -1.3118 3.6572 -0.096 0.085 0.199 -0.04
Si 0.0622 0.4437 1.8999 0.030 0.222 -0.870 -0.16
H 3.3674 0.3368 -4.1339 -0.083 -0.010 0.086 0.04
C -2.1384 -1.7308 -4.0757 0.076 0.000 0.171 -0.05
C -0.5524 2.6653 3.3732 -0.066 -0.456 -0.141 -0.66
C -1.7503 2.8392 2.4447 -0.434 0.200 -0.161 -0.08
H 2.0825 -2.8494 3.3506 0.060 -0.072 -0.064 0.08